(1)
{"formula": "C20H40Cl8O6S3", "method": "ωB97M-V/def2-TZVPD", "spin_multiplicity": 1, "total_charge": 0, "smiles": "O=S1(=O)CCCC1.O=S1(=O)CCCC1.O=S1(=O)CCCC1.ClCCCl.ClCCCl.ClCCCl.ClCCCl", "lumo_energy_ev": 0.34, "e_tot_ha": -6113.49851, "homo_energy_ev": -10.1, "symbols": ["H", "H", "H", "Cl", "O", "C", "H", "Cl", "C", "H", "H", "H", "C", "H", "C", "H", "Cl", "H", "H", "H", "O", "Cl", "H", "C", "C", "H", "H", "C", "H", "S", "H", "C", "Cl", "H", "O", "H", "C", "H", "H", "H", "H", "S", "H", "H", "C", "C", "H", "H", "H", "Cl", "O", "Cl", "C", "H", "H", "Cl", "H", "S", "H", "H", "O", "H", "C", "H", "C", "C", "C", "C", "H", "H", "C", "H", "C", "C", "O", "H", "H"], "xyz": [[-5.81181, 1.78817, 1.03994], [0.22245, 5.64457, -1.23399], [1.58685, -1.31300, 2.81579], [2.34963, -0.33374, -3.86994], [-1.64588, -3.36455, 4.76805], [0.01768, -2.84580, 2.79318], [-0.02084, -3.18756, 1.75886], [-0.12476, 2.59371, -4.19882], [-4.47249, 1.16086, 2.71152], [0.46135, -2.39979, -2.92904], [4.81171, -3.00197, -1.27656], [-1.45605, 1.46252, -1.32528], [-0.79810, 5.26173, -1.23806], [-0.61399, 0.03685, 0.65638], [5.05513, -1.56755, 1.02144], [-4.38977, 1.23263, 3.79601], [-1.25206, -2.84543, -4.46042], [5.36647, -2.60797, 1.11476], [-1.39598, -0.90460, -0.65785], [0.86291, -1.16503, -5.66901], [6.25428, -0.07696, -2.20349], [0.93226, -1.24945, -0.61202], [4.72166, -1.26787, 2.01496], [-6.82150, 0.46635, 2.39842], [-1.14706, 4.83983, 0.22819], [0.74732, -4.09809, 6.10650], [-1.36270, 4.83107, -5.59089], [-0.48834, 0.96571, -1.25589], [6.36090, 0.24594, 0.62093], [6.41030, -1.25164, -1.41630], [-6.45084, -1.42320, 1.25478], [0.77500, -1.03106, -4.59086], [0.56225, 5.83827, -4.66746], [-1.23661, 5.80536, 0.72602], [-3.64027, -1.35031, 3.33696], [0.89238, -1.58370, 5.14752], [1.48895, -2.40569, 4.75189], [-0.75236, -2.07464, 2.77205], [2.24790, -2.91522, 2.80947], [-0.38343, 4.18904, 0.65414], [-0.20960, 5.24030, -6.77170], [-0.51033, -3.99349, 4.12543], [4.22831, -1.99069, -2.36401], [-0.09920, 0.81738, -2.26320], [-6.10843, -0.89503, 2.14466], [-0.28684, 4.82745, -5.76587], [-3.62783, 1.69599, 2.27761], [3.22373, -2.24328, 0.19787], [0.05209, -0.25300, -4.34562], [-1.92430, 6.56932, -1.70349], [-0.69362, -5.33201, 3.52569], [-2.69248, 3.97302, 0.40170], [-0.56596, -0.24905, -0.39436], [-6.28373, 2.46415, 2.58155], [3.57522, -0.56778, -0.30125], [0.68988, 2.12495, -0.40414], [2.53637, -2.21725, 4.98743], [-4.27058, -0.58702, 2.21608], [-7.25948, 0.55198, 3.39288], [1.19775, -3.15734, -4.31926], [7.39502, -2.28986, -1.70048], [-0.79474, 4.50777, -2.02523], [4.70541, -1.92273, -1.38632], [7.17801, -1.18766, 0.99491], [0.31242, 3.41508, -5.72724], [1.43557, -2.31450, 3.21854], [4.01225, -1.53771, -0.06385], [1.00154, -3.86938, 5.07152], [-7.65165, 0.52298, 1.69433], [-6.40830, -1.52171, 2.98457], [-5.85023, 1.58240, 2.10965], [1.60703, -4.66193, 4.63184], [6.31483, -0.82717, 0.43540], [0.45498, -2.41832, -4.01886], [-3.78562, -0.61287, 0.83667], [1.39539, 3.42100, -5.85075], [-0.15572, 2.83831, -6.52491]], "forces_ev_per_angstrom": [[0.39, -0.14, 0.02], [-0.10, 0.30, 0.13], [-0.04, 0.13, 0.26], [-0.98, -0.78, -0.73], [0.91, -0.39, 0.39], [0.74, 0.70, 0.04], [0.20, -0.92, 0.33], [0.17, 0.10, -0.07], [-0.19, 0.17, -0.86], [-0.01, 0.07, -0.15], [0.75, -0.42, 0.23], [0.08, 0.12, 0.22], [-0.07, -0.43, 0.86], [-0.12, -0.19, -0.14], [1.37, 0.21, -1.31], [-0.31, -0.17, -0.03], [0.78, -0.01, -0.13], [0.00, -0.18, 0.14], [-0.04, 0.19, 0.05], [0.31, 0.54, 0.06], [0.99, 1.28, -0.61], [-0.53, 0.21, 0.31], [0.10, 0.49, -0.21], [-0.12, -0.99, -1.17], [0.49, 0.54, -1.31], [0.17, 0.12, -0.02], [0.11, -0.17, 0.53], [0.50, 0.98, 0.40], [-0.54, 0.12, -0.62], [-2.06, -1.72, 1.83], [0.58, 0.33, -0.25], [0.54, -0.19, 0.37], [0.45, 1.09, 0.95], [-0.01, -0.37, 0.47], [-1.04, 1.49, -2.74], [-0.25, -0.48, 0.48], [0.58, -0.55, -0.91], [0.11, 0.29, 0.58], [-0.18, -0.30, -0.17], [-0.11, 0.34, -0.08], [0.43, -0.06, -0.06], [-1.44, -0.91, -2.89], [-0.24, 1.47, 0.08], [0.11, -0.20, 0.28], [-0.41, 0.03, 1.33], [-0.28, -1.16, -1.09], [-0.03, 0.01, -0.07], [-0.10, 0.09, -0.34], [-0.13, -0.41, -0.11], [0.16, -0.04, -0.23], [0.59, 1.56, 1.35], [-0.05, -0.03, -0.16], [0.23, -0.75, -0.14], [0.55, 0.30, 0.02], [-0.16, 0.24, 0.90], [-0.54, -0.55, -0.80], [-0.09, -0.27, 0.67], [-0.69, -0.60, 1.54], [0.33, -0.23, 0.10], [-0.44, -0.09, -0.41], [-0.76, 1.31, 0.39], [-0.42, -0.21, 0.35], [0.80, -2.93, 0.74], [0.32, -0.29, -0.56], [-0.90, 0.37, -0.49], [-1.30, -0.33, -0.39], [-0.57, 0.78, -1.43], [-0.40, 1.08, 0.12], [-0.14, 0.11, 0.09], [0.61, -0.33, 0.00], [0.48, 0.32, 0.78], [0.38, 0.25, 0.14], [0.39, -0.51, 0.84], [-0.06, 0.85, 0.95], [0.14, -0.19, 1.12], [-0.15, 0.01, 0.19], [0.16, -0.11, 0.03]]}


(2)
{"formula": "C22H45BNO2S2", "method": "ωB97M-V/def2-TZVPD", "spin_multiplicity": 1, "total_charge": -1, "lumo_energy_ev": 1.76, "e_tot_ha": -1891.39567, "homo_energy_ev": -3.5, "symbols": ["H", "S", "H", "H", "H", "H", "H", "H", "C", "C", "H", "H", "C", "H", "H", "C", "C", "C", "C", "H", "H", "C", "C", "H", "H", "H", "H", "C", "H", "C", "C", "H", "H", "H", "B", "H", "H", "C", "H", "H", "O", "C", "H", "H", "H", "C", "C", "C", "H", "H", "C", "N", "H", "H", "C", "H", "H", "H", "H", "H", "H", "H", "C", "H", "C", "O", "H", "H", "S", "H", "H", "C", "H"], "xyz": [[1.56695, -1.88883, 0.33570], [-5.00711, -1.59107, -3.13489], [-2.27457, -0.01828, 5.77022], [2.35673, 1.63809, -1.89840], [-4.49941, 0.55325, 1.38395], [-0.78370, -2.01025, -0.29820], [-1.78851, 0.61717, 0.05666], [-2.11783, -2.82241, -3.03568], [-1.11512, -4.27010, -0.16178], [-3.96098, -0.61110, -2.15825], [-1.00826, -5.24039, -0.80707], [4.98500, 5.27823, 0.41438], [0.13759, -4.21922, 0.94548], [4.27331, 4.81014, -1.87685], [4.36439, -1.98098, -0.48485], [-2.31223, -2.49770, -1.91985], [2.15510, 4.35999, -1.08136], [-2.51452, 1.46402, 0.42163], [1.35116, 1.72425, -1.30387], [1.69419, 4.48306, -2.17260], [3.56764, 4.16706, 1.16969], [-0.17481, 0.04428, -2.73003], [-0.97853, -2.90722, -1.06080], [0.31823, -0.57415, -1.86780], [1.84346, 2.90100, 0.64310], [-3.77386, 2.06398, 2.24658], [2.95358, -1.45150, 2.30414], [3.97114, -1.70155, 1.77387], [-3.53903, 1.35318, 5.49171], [-1.24885, 0.51681, 3.22337], [3.77554, 4.05213, -1.12323], [-2.30432, 0.72963, -3.21934], [4.70531, -2.26071, 2.52049], [0.19701, 3.37264, -0.14401], [-2.81647, 0.61160, 4.93345], [1.33424, 0.82102, -0.53412], [-4.06436, 3.00805, -0.22556], [2.26677, -2.76769, -0.06432], [0.43074, -0.23723, -3.71954], [-2.10257, -4.31316, 0.46947], [-1.74560, 1.42136, 4.29440], [4.43087, 4.23254, 0.37671], [0.01713, -3.18285, 1.50372], [-0.73699, -0.41773, 3.74207], [-2.55360, -0.93781, 1.93969], [-3.47690, 1.05389, 1.68518], [0.14124, 1.62588, -2.43784], [3.82915, -2.58137, 0.39488], [4.04939, 2.96991, -1.48685], [-0.54491, 0.97139, 2.40392], [1.30489, 3.09663, -0.40235], [-2.48619, -0.99474, -1.91411], [5.25178, 3.40242, 0.58599], [2.24675, -2.64508, -1.25113], [-2.72204, -0.03188, 2.68593], [-3.22345, -3.08477, -1.42104], [1.57242, -4.83970, -0.76675], [0.59328, 2.09152, -3.42472], [-1.81057, -0.88135, -4.07005], [4.34229, -3.63028, 0.47012], [2.36332, -4.83919, 0.97331], [0.02014, -5.14584, 1.68858], [1.62204, -4.24530, 0.25013], [-0.77535, 2.26284, -2.08674], [-1.74440, -0.30903, -3.03973], [-3.44294, -0.33190, 3.96618], [0.00973, -2.94902, -1.72890], [4.51229, -0.68074, 1.48229], [-4.74883, 0.96147, -1.46620], [1.99179, 5.35585, -0.45718], [-2.87955, 2.61449, -1.63748], [-3.46163, 2.11859, -0.74525], [-1.80862, 2.34378, 0.81179]], "forces_ev_per_angstrom": [[1.63, -1.93, -0.60], [1.86, 1.93, 2.08], [0.55, -1.13, 1.09], [-1.74, 0.21, 1.29], [2.10, 0.94, 0.23], [-0.51, -1.91, -1.52], [-1.76, 1.46, 0.52], [-0.82, 0.25, 2.11], [1.23, 0.44, 0.59], [-0.08, -0.81, -0.72], [-0.31, 1.80, 1.12], [-1.31, -2.13, 0.21], [-0.44, -0.04, -0.44], [-0.93, -1.53, 1.52], [-1.02, -1.37, 1.97], [1.07, -1.29, -0.06], [-0.53, -0.76, -0.26], [-0.16, 0.97, 0.57], [-0.07, 0.19, 0.20], [1.21, 0.01, 2.23], [1.92, 0.20, -1.40], [0.63, 0.08, -0.82], [0.31, 0.72, 0.71], [-1.33, 0.98, -1.59], [-1.26, 0.18, -2.19], [0.81, -2.24, -1.00], [2.01, -0.66, -1.12], [1.16, 0.16, -0.14], [-1.13, 0.82, 0.21], [-1.98, -0.57, 1.11], [0.03, 0.19, 0.15], [1.26, -2.19, 0.36], [-1.70, 1.25, -1.41], [2.08, -0.40, -0.66], [0.65, 0.10, 0.55], [-0.24, 1.75, -1.75], [0.97, -2.12, -1.20], [-0.23, 0.11, -1.25], [-1.26, 0.50, 2.14], [1.75, 0.23, -1.44], [1.48, -1.03, -2.98], [0.31, 0.19, -0.53], [0.23, -2.31, -0.79], [-0.72, 1.66, -1.09], [-0.52, 1.12, 1.82], [-0.09, 0.15, 0.89], [1.14, -0.13, 0.33], [-0.53, 0.66, -0.51], [-0.88, 2.09, 0.53], [-1.36, -0.46, 1.64], [1.17, 0.17, 0.57], [-2.68, 0.32, -1.35], [-1.85, 1.73, -0.37], [0.01, -0.19, 2.49], [0.68, 0.30, -0.29], [1.89, 1.67, -1.35], [0.09, 1.04, 2.05], [-1.19, -0.74, 1.96], [-0.08, 0.75, 2.09], [-0.98, 1.98, -0.05], [-1.57, 1.30, -1.56], [0.28, 2.19, -1.53], [0.23, -0.29, 0.37], [1.60, -1.42, -0.66], [0.47, 1.63, -0.59], [1.45, 0.85, -4.07], [-2.28, -0.07, 1.30], [-1.30, -2.12, 0.81], [1.73, -1.34, -0.58], [0.25, -2.09, -1.37], [-0.98, -1.06, 1.74], [1.11, 0.82, 0.57], [-1.49, -1.82, -0.87]]}


(3)
{"formula": "C11H12BrO3", "method": "ωB97M-V/def2-TZVPD", "spin_multiplicity": 1, "total_charge": -1, "lumo_energy_ev": [3.26, 3.26], "e_tot_ha": -3226.08601, "e_above_lowest_kj_mol": 144.4, "homo_energy_ev": [-3.3, -3.3], "symbols": ["H", "H", "H", "O", "H", "H", "O", "C", "C", "C", "C", "C", "Br", "C", "H", "H", "H", "C", "H", "C", "C", "H", "C", "C", "H", "H", "O"], "xyz": [[-2.12238, -2.18410, -1.68376], [-2.22664, 2.72486, -1.21285], [2.34805, 1.00457, 2.75957], [-1.02415, -3.02542, 0.35679], [0.97927, -2.25548, -0.88002], [-0.68157, 3.44343, -1.70090], [-2.57551, -1.44924, -1.25314], [2.49157, -0.67788, -0.21381], [-1.25803, 2.48936, -1.56800], [-1.53527, -0.56080, -1.25202], [0.84031, -0.50064, 2.04094], [-1.37050, 0.38220, -0.27344], [-2.89303, 0.59806, 1.00238], [0.47231, -1.30219, 0.96619], [-1.08954, 1.80367, -2.45032], [3.16268, -0.83158, -1.11134], [3.70346, 0.73556, 0.90160], [2.05303, 0.20563, 1.95440], [0.39610, 1.41930, -0.75306], [1.40129, -1.45912, -0.14638], [-0.81857, -1.99245, 0.98270], [0.15437, -0.43122, 2.96288], [-0.57801, 1.62374, -0.37431], [2.84837, 0.13255, 0.87247], [-1.54696, -1.43729, 1.73381], [-0.48412, 2.27723, 0.50150], [-0.64652, -0.73275, -2.16186]], "forces_ev_per_angstrom": [[-0.32, -0.39, -0.20], [-1.29, 0.02, -0.39], [-0.65, -1.86, -1.29], [-0.19, 0.97, 0.84], [1.38, 1.82, 0.88], [-0.44, -0.68, -0.09], [-0.01, 0.42, 0.29], [2.31, -0.55, -1.40], [3.10, -0.75, 0.61], [1.64, -0.13, -1.83], [-0.75, 0.01, 0.87], [-1.62, 0.00, 1.74], [0.27, 0.22, -0.46], [2.18, 0.41, -0.47], [-0.94, 1.06, 0.71], [-0.66, 0.55, 1.17], [1.28, 0.67, -0.45], [-0.87, 1.85, 3.00], [0.99, -0.48, -0.01], [-4.10, -2.14, 0.53], [-0.67, -0.16, 0.82], [1.10, 0.07, -1.60], [-1.02, 1.54, -1.90], [-0.31, -0.48, -1.12], [0.80, -1.56, -1.37], [-0.23, -0.68, 0.15], [-0.97, 0.26, 0.99]]}


- What is the formula in the first record?
  C20H40Cl8O6S3